1.
Molecular formula: C40H26AuF5O2S3
Method: DFT, ωB97M-V/def2-TZVPD

Summary:
Charge: +2
Energy relative to the best compared isomer or geometry (same formula, charge and spin) in kcal per mole: 0.00

Geometry (Å):
Au (0.761, -3.002, 0.411)
F (7.860, -2.149, 0.202)
C (6.589, -2.059, 0.503)
C (5.640, -2.563, -0.384)
F (6.028, -3.114, -1.520)
C (4.304, -2.470, -0.065)
F (3.413, -2.946, -0.928)
C (3.886, -1.872, 1.131)
S (2.231, -1.725, 1.623)
C (4.863, -1.355, 1.993)
F (4.496, -0.752, 3.111)
C (6.206, -1.453, 1.695)
F (7.119, -0.972, 2.514)
C (-7.693, -2.539, -1.325)
C (-6.211, -2.376, -1.157)
C (-5.539, -1.290, -1.711)
C (-4.166, -1.158, -1.577)
C (-3.471, -2.118, -0.855)
C (-4.111, -3.213, -0.285)
C (-5.477, -3.330, -0.445)
S (-1.744, -1.848, -0.692)
O (-1.123, -3.264, -0.512)
C (-1.593, -1.150, 0.944)
C (-1.854, -2.010, 2.041)
C (-1.703, -1.545, 3.308)
C (-1.289, -0.208, 3.545)
C (-1.136, 0.280, 4.863)
C (-0.739, 1.568, 5.084)
C (-0.462, 2.419, 3.995)
C (-0.598, 1.973, 2.710)
C (-1.030, 0.649, 2.448)
C (-1.193, 0.153, 1.111)
C (-0.941, 1.116, -0.007)
C (-1.932, 2.104, -0.271)
C (-3.185, 2.098, 0.401)
C (-4.122, 3.047, 0.119)
C (-3.863, 4.056, -0.837)
C (-2.675, 4.084, -1.504)
C (-1.684, 3.106, -1.245)
C (-0.455, 3.112, -1.943)
C (0.491, 2.162, -1.706)
C (0.229, 1.164, -0.738)
S (1.394, -0.153, -0.589)
O (1.781, -0.173, 0.991)
C (2.878, 0.383, -1.350)
C (3.109, -0.075, -2.641)
C (4.274, 0.315, -3.283)
C (5.207, 1.130, -2.644)
C (6.469, 1.550, -3.335)
C (4.949, 1.554, -1.333)
C (3.790, 1.192, -0.677)
H (-8.092, -1.838, -2.056)
H (-8.206, -2.370, -0.377)
H (-7.935, -3.551, -1.649)
H (-6.092, -0.550, -2.275)
H (-3.647, -0.321, -2.030)
H (-3.549, -3.975, 0.238)
H (-5.990, -4.183, -0.017)
H (-2.180, -3.025, 1.859)
H (-1.902, -2.191, 4.154)
H (-1.343, -0.384, 5.692)
H (-0.636, 1.940, 6.094)
H (-0.144, 3.436, 4.180)
H (-0.377, 2.642, 1.889)
H (-3.397, 1.333, 1.135)
H (-5.075, 3.031, 0.632)
H (-4.616, 4.807, -1.036)
H (-2.471, 4.851, -2.241)
H (-0.269, 3.885, -2.677)
H (1.420, 2.169, -2.258)
H (2.401, -0.729, -3.138)
H (4.467, -0.031, -4.289)
H (6.571, 1.075, -4.308)
H (7.342, 1.298, -2.733)
H (6.479, 2.632, -3.479)
H (5.669, 2.187, -0.829)
H (3.595, 1.531, 0.333)

Results of the Löwdin charge analysis, in e, for atoms 1 through 4:
1. Au 0.717
2. F 0.201
3. C -0.099
4. C -0.127

2.
Molecular formula: C40H27AsN5O5Rb
Method: DFT, ωB97M-V/def2-TZVPD

Summary:
Charge: -2
Energy relative to the best compared isomer or geometry (same formula, charge and spin) in kcal per mole: 20.90

Geometry (Å):
Rb (-0.080, 0.216, 0.452)
O (1.342, 3.048, 3.688)
C (1.100, 1.856, 3.408)
O (1.758, 1.081, 2.706)
C (-0.230, 1.293, 3.950)
C (-0.662, 1.409, 5.271)
C (-1.916, 0.914, 5.597)
C (-2.673, 0.310, 4.610)
C (-2.152, 0.216, 3.322)
N (-0.965, 0.709, 3.016)
C (-2.924, -0.521, 2.199)
O (-3.797, -1.313, 2.592)
O (-2.582, -0.267, 1.034)
H (-0.030, 1.880, 6.012)
H (-2.305, 0.987, 6.611)
H (-3.655, -0.094, 4.807)
O (1.938, 0.058, -1.167)
C (2.874, 0.919, -1.003)
C (4.232, 0.562, -1.182)
C (5.254, 1.472, -1.056)
C (4.983, 2.799, -0.751)
C (3.672, 3.177, -0.517)
C (2.625, 2.275, -0.627)
C (1.266, 2.734, -0.354)
N (0.232, 2.642, -1.167)
C (-0.799, 3.264, -0.534)
C (-0.390, 3.739, 0.676)
N (0.930, 3.413, 0.772)
H (4.435, -0.476, -1.417)
H (6.281, 1.152, -1.196)
H (5.776, 3.536, -0.713)
H (3.448, 4.214, -0.280)
H (-1.764, 3.348, -1.005)
H (-0.903, 4.279, 1.448)
H (1.468, 3.464, 1.633)
C (-1.656, 0.064, -7.460)
C (-2.002, 1.009, -6.505)
C (-1.261, 1.121, -5.344)
C (-0.148, 0.318, -5.112)
C (0.202, -0.605, -6.091)
C (-0.546, -0.736, -7.250)
As (0.681, 0.418, -3.258)
C (1.781, 1.922, -3.791)
C (1.394, 3.248, -3.847)
C (2.294, 4.218, -4.252)
C (3.581, 3.860, -4.621)
C (3.971, 2.532, -4.593)
C (3.080, 1.553, -4.169)
C (3.336, 0.117, -4.116)
C (4.547, -0.508, -4.387)
C (4.634, -1.890, -4.359)
C (3.512, -2.655, -4.072)
C (2.310, -2.035, -3.771)
C (2.214, -0.655, -3.769)
H (-2.259, -0.062, -8.354)
H (-2.868, 1.640, -6.667)
H (-1.540, 1.839, -4.578)
H (1.072, -1.235, -5.945)
H (-0.270, -1.480, -7.989)
H (0.388, 3.508, -3.543)
H (1.999, 5.261, -4.278)
H (4.281, 4.625, -4.936)
H (4.972, 2.263, -4.904)
H (5.430, 0.086, -4.593)
H (5.580, -2.375, -4.571)
H (3.574, -3.737, -4.066)
H (1.430, -2.630, -3.541)
N (1.351, -5.999, -2.824)
C (0.984, -5.464, -1.874)
C (0.510, -4.854, -0.701)
C (-0.302, -5.568, 0.190)
C (-0.767, -4.918, 1.314)
C (-0.414, -3.586, 1.514)
N (0.379, -2.918, 0.690)
C (0.828, -3.522, -0.387)
H (-0.555, -6.601, -0.011)
H (-1.408, -5.425, 2.020)
H (-0.786, -3.033, 2.363)
H (1.469, -2.935, -1.030)

Results of the Löwdin charge analysis, in e, for atoms 1 through 4:
1. Rb 1.011
2. O -0.056
3. C -0.712
4. O -0.055

3.
Molecular formula: C40H28ClF3N3O2PdSSi
Method: DFT, ωB97M-V/def2-TZVPD

Summary:
Charge: +1
Total energy in eV: -93360.2089

Geometry (Å):
Pd (1.176, 0.074, -0.304)
Cl (6.965, 2.934, 2.970)
C (5.557, 2.025, 2.604)
C (5.577, 0.630, 2.766)
C (4.481, -0.111, 2.435)
C (3.284, 0.487, 1.924)
O (2.301, -0.246, 1.607)
C (3.271, 1.931, 1.804)
C (2.157, 2.628, 1.244)
N (1.114, 2.069, 0.724)
C (0.104, 2.813, 0.125)
C (-0.625, 3.789, 0.770)
C (-1.621, 4.503, 0.088)
C (-1.888, 4.258, -1.232)
C (-1.178, 3.259, -1.930)
C (-1.399, 2.937, -3.286)
C (-0.653, 1.953, -3.881)
C (0.314, 1.278, -3.122)
N (0.541, 1.560, -1.864)
C (-0.179, 2.521, -1.244)
C (4.418, 2.656, 2.150)
H (6.465, 0.153, 3.150)
H (4.473, -1.183, 2.581)
H (2.247, 3.718, 1.208)
H (-0.439, 3.991, 1.813)
H (-2.168, 5.268, 0.618)
H (-2.638, 4.825, -1.760)
H (-2.158, 3.471, -3.838)
H (-0.787, 1.684, -4.916)
H (0.924, 0.499, -3.564)
H (4.413, 3.731, 2.049)
F (3.882, -4.072, -0.390)
C (4.964, -3.305, -0.476)
F (5.776, -3.873, -1.380)
F (5.595, -3.399, 0.712)
C (4.711, -1.853, -0.792)
C (5.823, -1.026, -0.839)
C (5.660, 0.340, -1.017)
C (4.370, 0.831, -1.140)
N (3.306, 0.045, -1.113)
C (3.436, -1.289, -0.949)
S (1.941, -2.148, -0.972)
H (6.806, -1.458, -0.729)
H (6.508, 1.002, -1.051)
H (4.180, 1.887, -1.284)
O (-0.921, -0.532, -0.713)
Si (-2.234, -1.047, -0.061)
C (-3.681, -0.215, -0.999)
C (-3.445, 0.182, -2.306)
C (-4.426, 0.842, -3.026)
C (-5.656, 1.094, -2.443)
C (-5.894, 0.700, -1.139)
C (-4.911, 0.040, -0.419)
C (-2.638, -2.930, -0.382)
C (-3.879, -3.461, -0.097)
C (-4.098, -4.815, -0.311)
C (-3.085, -5.606, -0.818)
C (-1.849, -5.056, -1.109)
C (-1.618, -3.706, -0.889)
C (-2.184, -0.913, 1.835)
C (-3.271, -1.155, 2.668)
C (-3.193, -0.880, 4.022)
C (-2.017, -0.390, 4.566)
C (-0.910, -0.195, 3.754)
C (-0.994, -0.468, 2.401)
H (-2.484, -0.022, -2.752)
H (-4.232, 1.145, -4.045)
H (-6.425, 1.596, -3.010)
H (-6.847, 0.904, -0.676)
H (-5.108, -0.251, 0.600)
H (-4.682, -2.846, 0.279)
H (-5.065, -5.239, -0.083)
H (-3.260, -6.658, -0.989)
H (-1.055, -5.669, -1.505)
H (-0.654, -3.278, -1.113)
H (-4.187, -1.561, 2.266)
H (-4.053, -1.046, 4.654)
H (-1.957, -0.182, 5.624)
H (0.016, 0.169, 4.174)
H (-0.114, -0.337, 1.767)

Results of the Löwdin charge analysis, in e, for atoms 1 through 4:
1. Pd 1.038
2. Cl 0.725
3. C -0.668
4. C -0.072

What did the first record say?
Molecular formula: C40H26AuF5O2S3
Method: DFT, ωB97M-V/def2-TZVPD

Summary:
Charge: +2
Energy relative to the best compared isomer or geometry (same formula, charge and spin) in kcal per mole: 0.00

Geometry (Å):
Au (0.761, -3.002, 0.411)
F (7.860, -2.149, 0.202)
C (6.589, -2.059, 0.503)
C (5.640, -2.563, -0.384)
F (6.028, -3.114, -1.520)
C (4.304, -2.470, -0.065)
F (3.413, -2.946, -0.928)
C (3.886, -1.872, 1.131)
S (2.231, -1.725, 1.623)
C (4.863, -1.355, 1.993)
F (4.496, -0.752, 3.111)
C (6.206, -1.453, 1.695)
F (7.119, -0.972, 2.514)
C (-7.693, -2.539, -1.325)
C (-6.211, -2.376, -1.157)
C (-5.539, -1.290, -1.711)
C (-4.166, -1.158, -1.577)
C (-3.471, -2.118, -0.855)
C (-4.111, -3.213, -0.285)
C (-5.477, -3.330, -0.445)
S (-1.744, -1.848, -0.692)
O (-1.123, -3.264, -0.512)
C (-1.593, -1.150, 0.944)
C (-1.854, -2.010, 2.041)
C (-1.703, -1.545, 3.308)
C (-1.289, -0.208, 3.545)
C (-1.136, 0.280, 4.863)
C (-0.739, 1.568, 5.084)
C (-0.462, 2.419, 3.995)
C (-0.598, 1.973, 2.710)
C (-1.030, 0.649, 2.448)
C (-1.193, 0.153, 1.111)
C (-0.941, 1.116, -0.007)
C (-1.932, 2.104, -0.271)
C (-3.185, 2.098, 0.401)
C (-4.122, 3.047, 0.119)
C (-3.863, 4.056, -0.837)
C (-2.675, 4.084, -1.504)
C (-1.684, 3.106, -1.245)
C (-0.455, 3.112, -1.943)
C (0.491, 2.162, -1.706)
C (0.229, 1.164, -0.738)
S (1.394, -0.153, -0.589)
O (1.781, -0.173, 0.991)
C (2.878, 0.383, -1.350)
C (3.109, -0.075, -2.641)
C (4.274, 0.315, -3.283)
C (5.207, 1.130, -2.644)
C (6.469, 1.550, -3.335)
C (4.949, 1.554, -1.333)
C (3.790, 1.192, -0.677)
H (-8.092, -1.838, -2.056)
H (-8.206, -2.370, -0.377)
H (-7.935, -3.551, -1.649)
H (-6.092, -0.550, -2.275)
H (-3.647, -0.321, -2.030)
H (-3.549, -3.975, 0.238)
H (-5.990, -4.183, -0.017)
H (-2.180, -3.025, 1.859)
H (-1.902, -2.191, 4.154)
H (-1.343, -0.384, 5.692)
H (-0.636, 1.940, 6.094)
H (-0.144, 3.436, 4.180)
H (-0.377, 2.642, 1.889)
H (-3.397, 1.333, 1.135)
H (-5.075, 3.031, 0.632)
H (-4.616, 4.807, -1.036)
H (-2.471, 4.851, -2.241)
H (-0.269, 3.885, -2.677)
H (1.420, 2.169, -2.258)
H (2.401, -0.729, -3.138)
H (4.467, -0.031, -4.289)
H (6.571, 1.075, -4.308)
H (7.342, 1.298, -2.733)
H (6.479, 2.632, -3.479)
H (5.669, 2.187, -0.829)
H (3.595, 1.531, 0.333)

Results of the Löwdin charge analysis, in e, for atoms 1 through 4:
1. Au 0.717
2. F 0.201
3. C -0.099
4. C -0.127